Entry 1:
C19H28BiN4S2SbSe4 | ωB97M-V/def2-TZVPD

## Properties
- HOMO energy (eV) = -7.7
- energy relative to the best compared isomer or geometry (same formula, charge and spin) (kcal/mol) = 0.0
- net charge = 0

Each line ends with the Mulliken charge.
Positions of all 59 atoms, in Å:
Bi  1.463  0.675  0.273  1.6218
Sb  2.248  2.989  3.351  0.7184
Se  1.989  2.457  5.628  -0.5139
Se  3.631  1.369  2.041  -0.6036
Se  2.292  5.124  2.281  -0.5532
Se  -0.114  2.091  2.147  -0.3755
S  -0.356  0.186  3.250  -0.2140
S  0.068  0.571  -2.040  -0.4929
N  0.111  -1.897  -0.031  1.2330
N  -2.250  0.104  0.765  1.4362
N  3.556  0.626  -1.350  -0.6430
N  1.664  2.962  -0.492  -0.2073
C  1.078  -2.669  0.760  -1.2011
C  0.336  -3.866  -3.189  -0.8244
C  3.471  2.929  -2.228  -0.7288
C  -2.103  -0.085  3.204  0.8651
C  0.198  -2.189  -1.443  -0.4917
C  0.239  -3.521  -1.854  -0.5440
C  -2.834  1.238  0.049  -1.1066
C  0.229  -1.164  -2.392  0.7488
C  -1.248  -2.135  0.475  -1.0670
C  -2.860  -0.123  2.042  -0.7287
C  -2.240  -1.114  -0.045  -1.0762
C  0.376  -2.854  -4.141  -0.6862
C  -4.225  -0.382  2.150  -0.4027
C  3.635  1.457  -2.567  -0.6092
C  -2.703  -0.307  4.444  -0.7324
C  -4.824  -0.625  3.379  -0.8432
C  2.056  3.351  -1.873  -0.7399
C  0.320  -1.530  -3.743  -0.9189
C  -4.056  -0.594  4.534  -0.5623
H  2.287  3.419  0.187  0.0074
H  -2.859  2.110  0.702  0.3842
H  -1.569  -3.151  0.207  0.2880
H  -3.242  -1.567  -0.085  0.3211
H  -3.857  1.045  -0.310  0.3322
H  -1.208  -2.087  1.567  0.6443
H  0.449  -3.096  -5.194  0.3986
H  3.677  -0.352  -1.598  0.2496
H  2.837  1.139  -3.240  0.3058
H  3.778  3.512  -3.099  0.3664
H  2.080  -2.565  0.336  0.3886
H  -5.888  -0.824  3.433  0.3920
H  1.962  4.435  -1.956  0.4282
H  -4.508  -0.766  5.503  0.3891
H  4.309  0.870  -0.710  0.2752
H  -2.097  -0.234  5.338  0.4829
H  -1.977  -0.829  -1.066  0.5756
H  4.589  1.298  -3.075  0.3796
H  0.757  3.380  -0.293  0.3442
H  1.088  -2.281  1.782  0.3480
H  0.379  -4.907  -3.482  0.4075
H  -2.204  1.462  -0.811  0.2061
H  0.842  -3.739  0.805  0.4100
H  0.339  -0.742  -4.486  0.4520
H  4.156  3.207  -1.419  0.3762
H  1.352  2.898  -2.570  0.4328
H  0.208  -4.302  -1.103  0.3028
H  -4.826  -0.405  1.249  0.3551

Entry 2:
C21H43BNiO2P2 | ωB97M-V/def2-TZVPD

## Properties
- HOMO energy (alpha / beta) (eV) = -3.8 / -5.1
- energy relative to the best compared isomer or geometry (same formula, charge and spin) (kcal/mol) = 45.1
- expectation value of S² = 2.040
- multiplicity = 3
- net charge = 0

Each line ends with the Mulliken charge.
Positions of all 70 atoms, in Å:
Ni  -0.988  2.615  -3.105  0.0918
P  1.094  3.100  -1.780  0.9606
P  0.871  -0.362  -3.492  2.0166
O  -0.896  -0.738  3.614  -0.5787
O  -3.119  -0.468  2.935  -0.6697
C  1.298  1.326  -4.038  -1.6605
C  0.637  -1.488  -1.755  -0.2581
C  -1.620  -1.829  4.221  1.5504
C  0.879  1.515  -0.154  -0.7635
C  2.932  -0.712  -0.915  0.4052
C  -3.020  -1.830  3.426  1.6480
C  2.537  3.943  -0.916  -1.5057
C  -1.375  1.234  2.106  -0.7727
C  -1.770  -1.509  5.703  -1.9452
C  -0.773  -3.088  4.089  -1.7553
C  2.805  -0.117  0.537  -0.9861
C  -0.363  0.809  -1.003  -0.2047
C  -0.481  -0.965  -4.529  -1.6454
C  -3.055  -2.787  2.243  -1.7123
C  2.103  2.230  -3.092  -1.0982
C  0.254  4.572  -2.589  -1.1592
C  1.830  -1.684  -1.042  -1.4477
C  -4.268  -2.069  4.276  -1.7066
C  2.270  -1.390  -4.083  -1.5323
C  2.027  1.115  0.561  -0.8103
C  -0.465  -0.734  -0.904  -0.6334
B  -1.831  -0.003  2.919  0.8759
H  2.354  1.906  1.206  0.5789
H  3.230  -1.074  -3.651  0.3438
H  -4.308  -3.092  4.700  0.3225
H  2.472  3.094  -3.678  0.6610
H  0.378  2.371  0.367  1.1646
H  -0.259  5.174  -1.851  0.3798
H  -3.931  -2.560  1.624  0.4802
H  -0.780  -1.339  6.138  0.4936
H  -0.401  0.978  1.692  0.2210
H  -0.985  -1.818  -4.068  0.3624
H  -1.202  -0.159  -4.708  0.3763
H  -1.214  2.117  2.727  0.3710
H  -0.463  -0.996  0.178  -0.0814
H  0.339  1.804  -4.325  0.2660
H  -5.156  -1.943  3.638  0.4481
H  -3.140  -3.841  2.556  0.3327
H  -1.290  -3.918  4.592  0.3639
H  -2.168  -2.673  1.611  0.1450
H  -0.583  -3.375  3.044  0.2601
H  2.977  1.733  -2.628  0.5551
H  -2.240  -2.355  6.221  0.3672
H  2.323  -0.784  1.281  0.3175
H  2.321  -1.292  -5.168  0.5453
H  -2.371  -0.608  5.874  0.3396
H  -2.065  1.505  1.298  0.1919
H  -4.343  -1.337  5.093  0.3352
H  2.887  0.121  -1.648  -0.7535
H  0.159  -2.314  -2.242  0.9101
H  -0.289  1.137  -2.100  -1.1044
H  0.204  -2.937  4.577  0.4486
H  3.899  -1.227  -1.087  0.5052
H  -1.468  -1.040  -1.246  0.5291
H  -1.346  1.311  -0.711  0.3778
H  2.931  4.767  -1.535  0.4602
H  1.886  1.171  -4.952  0.7231
H  1.121  5.128  -2.989  0.5146
H  3.833  0.104  0.865  0.4128
H  2.129  -2.457  -3.837  0.3893
H  -0.325  4.260  -3.555  0.1884
H  2.245  4.381  0.057  0.3773
H  -0.071  -1.295  -5.504  0.4163
H  1.798  -2.585  -0.386  0.3789
H  3.396  3.271  -0.706  0.3820